Entry 1:
14
Properties=species:S:1:pos:R:3 method="wB97M-V/def2-TZVPD" charge=0 energy_ha=-270.455922 homo_ev=-8.31 relative_energy_ev=2.775
C 0.013 -1.023 -1.082
O 0.703 0.125 -1.452
C 1.148 0.802 -0.272
C 0.181 0.401 0.842
C -1.224 0.729 0.676
C -0.424 -0.869 0.322
H -0.656 -1.345 -1.866
H 0.705 -1.855 -0.653
H 1.154 1.872 -0.499
H 2.169 0.480 -0.021
H 0.586 0.425 1.850
H -1.622 1.119 -0.236
H -1.867 0.774 1.546
H -0.885 -1.631 0.882

Entry 2:
52
Properties=species:S:1:pos:R:3 method="wB97M-V/def2-TZVPD" spin_multiplicity=5 charge=+1 energy_ha=-1936.935635 homo_ev="-11.81 / -11.76" relative_energy_ev=0.000
C 3.079 -0.622 2.306
C 1.897 0.173 2.260
C 0.756 -0.691 2.418
H 1.876 1.259 2.185
C 1.245 -2.044 2.517
C 2.677 -1.985 2.496
H 3.357 -2.833 2.635
H 4.103 -0.277 2.200
H -0.270 -0.395 2.524
H 0.644 -2.932 2.597
Pd 1.593 -1.278 0.443
Cl 0.247 -2.987 -0.599
P -0.500 0.342 -0.475
C -2.006 0.139 0.551
C -2.759 1.216 1.049
H -2.461 2.245 0.831
C -3.876 0.976 1.850
H -4.444 1.821 2.241
C -4.254 -0.339 2.149
H -5.123 -0.520 2.777
C -3.513 -1.412 1.648
H -3.806 -2.440 1.877
C -2.388 -1.180 0.864
H -1.772 -2.006 0.491
C -0.131 2.138 -0.351
C 0.094 2.710 0.917
H -0.100 2.128 1.822
C 0.579 4.014 1.028
H 0.755 4.440 2.017
C 0.836 4.767 -0.122
H 1.213 5.785 -0.032
C 0.612 4.210 -1.384
H 0.802 4.796 -2.285
C 0.154 2.896 -1.504
H 0.022 2.445 -2.490
C -1.157 0.115 -2.158
C -2.470 0.494 -2.491
H -3.137 0.879 -1.717
C -2.914 0.377 -3.810
H -3.930 0.693 -4.062
C -2.059 -0.135 -4.791
H -2.404 -0.210 -5.822
C -0.769 -0.557 -4.453
H -0.103 -0.958 -5.219
C -0.326 -0.464 -3.133
H 0.645 -0.857 -2.828
B 5.281 -4.330 0.607
C 4.070 -3.384 0.311
N 3.246 -2.582 0.123
H 4.996 -5.427 1.061
H 6.023 -3.770 1.399
H 5.866 -4.444 -0.470

Entry 3:
21
Properties=species:S:1:pos:R:3 method="wB97M-V/def2-TZVPD" charge=0 energy_ha=-308.283770 homo_ev=-9.18 relative_energy_ev=3.790
N 0.528 1.194 -0.857
C 0.538 0.081 0.170
C -0.614 -0.872 -0.124
C -1.991 -0.221 -0.309
C -2.333 0.712 0.838
C 1.959 -0.554 0.434
N 2.980 -0.267 -0.615
H 0.788 2.024 -0.356
H 0.828 0.207 -1.186
H 0.297 0.517 1.147
H -0.655 -1.725 0.570
H -0.371 -1.470 -1.026
H -1.957 0.262 -1.281
H -2.689 -1.058 -0.218
H -3.321 1.161 0.743
H -1.732 1.637 0.803
H -2.094 0.318 1.830
H 1.938 -1.648 0.388
H 2.366 -0.196 1.381
H 2.788 0.699 -0.889
H 2.749 -0.799 -1.444

Entry 4:
76
Properties=species:S:1:pos:R:3 method="wB97M-V/def2-TZVPD" charge=0 energy_ha=-9848.250440 homo_ev=-7.93
Cs -0.742 -0.706 1.423
C -3.370 -4.333 -1.569
As -2.306 -2.800 -0.974
C -0.578 -3.249 -1.785
C -2.853 -1.495 -2.357
C -3.917 -0.474 -1.961
C -5.192 -1.201 -1.530
C -3.476 0.385 -0.751
As -1.920 1.638 -0.733
C -0.689 1.088 -2.157
C -2.734 3.225 -1.544
C -4.237 0.478 -3.123
As -4.696 -0.001 -5.001
C -2.943 -0.587 -5.682
C -5.579 -1.758 -4.919
H -4.406 -4.168 -1.276
H -3.010 -5.233 -1.070
H -3.316 -4.475 -2.650
H -0.680 -3.436 -2.855
H -0.160 -4.131 -1.300
H 0.105 -2.412 -1.625
H -3.200 -2.094 -3.203
H -1.939 -0.998 -2.678
H -5.018 -1.773 -0.611
H -5.553 -1.896 -2.286
H -5.990 -0.488 -1.317
H -3.372 -0.270 0.126
H -4.293 1.072 -0.497
H -1.145 0.867 -3.120
H -0.103 0.240 -1.803
H 0.002 1.924 -2.280
H -2.931 3.145 -2.611
H -2.068 4.069 -1.365
H -3.673 3.415 -1.023
H -3.387 1.151 -3.282
H -5.054 1.130 -2.796
H -2.243 0.237 -5.547
H -3.041 -0.771 -6.751
H -2.549 -1.478 -5.199
H -6.555 -1.648 -4.450
H -5.007 -2.521 -4.394
H -5.734 -2.084 -5.947
Cl -0.708 -2.163 4.025
Si -1.865 -0.229 4.603
Cl -1.359 -0.239 6.682
Cl -0.158 1.172 3.945
O 1.531 -0.398 0.237
S 2.858 -0.057 0.898
C 2.713 -0.814 2.519
C 3.850 -0.474 3.442
C 3.541 0.044 4.699
C 4.553 0.408 5.572
C 5.877 0.274 5.189
C 6.189 -0.244 3.943
C 5.181 -0.628 3.073
C 2.703 1.703 1.318
C 4.018 2.298 1.711
C 4.195 2.850 2.974
C 5.418 3.397 3.329
C 6.469 3.396 2.428
C 6.295 2.851 1.166
C 5.074 2.305 0.809
H 2.604 -1.878 2.287
H 1.794 -0.484 3.006
H 2.502 0.160 4.982
H 4.298 0.803 6.546
H 6.667 0.573 5.866
H 7.224 -0.352 3.648
H 5.434 -1.038 2.103
H 1.940 1.825 2.090
H 2.311 2.138 0.396
H 3.377 2.845 3.681
H 5.542 3.818 4.317
H 7.422 3.823 2.709
H 7.113 2.851 0.458
H 4.948 1.879 -0.180

Entry 5:
15
Properties=species:S:1:pos:R:3 method="wB97M-V/def2-TZVPD" charge=0 energy_ha=-776.901880 homo_ev="-7.76 / -7.68" relative_energy_ev=4.521
C 1.264 -1.268 -0.228
C 0.270 -0.376 -0.157
C 1.281 1.775 0.174
C 3.403 -0.124 -0.094
C -1.087 1.553 -0.057
N 2.677 -1.256 -0.259
N 0.239 0.980 0.244
O 1.404 2.933 0.236
S 4.954 0.157 -0.293
H 0.894 -2.269 -0.299
H -0.643 -0.750 -0.051
H -1.146 1.449 -1.150
H -1.855 0.845 0.303
H -1.002 2.645 0.290
H 3.182 -2.050 -0.275

Entry 6:
55
Properties=species:S:1:pos:R:3 method="wB97M-V/def2-TZVPD" charge=+2 energy_ha=-1942.089704 homo_ev=-14.14 relative_energy_ev=0.039
Sn -1.377 1.277 -2.007
C 1.843 -1.391 -3.467
C 1.284 -2.666 -3.501
C -0.068 -2.772 -3.119
C -0.741 -1.674 -2.657
N -0.143 -0.444 -2.626
C 1.093 -0.303 -3.068
C -2.050 -1.775 -1.968
C -2.824 -2.937 -1.933
C -4.093 -2.856 -1.322
C -4.546 -1.669 -0.755
C -3.672 -0.605 -0.765
N -2.497 -0.631 -1.417
H 2.876 -1.236 -3.716
H 1.845 -3.493 -3.931
H -0.604 -3.695 -3.291
H 1.480 0.698 -3.206
H -2.482 -3.936 -2.315
H -4.763 -3.714 -1.284
H -5.510 -1.584 -0.256
H -3.973 0.357 -0.313
F -3.893 2.218 4.732
C -2.835 2.078 3.941
C -2.723 2.884 2.816
C -1.753 2.611 1.878
C -0.865 1.558 2.014
C -0.945 0.782 3.179
C -1.953 1.015 4.111
Sb 0.403 1.120 0.400
C 1.979 2.482 0.394
C 1.900 3.513 1.339
C 2.908 4.496 1.323
C 3.825 4.444 0.344
F 4.749 5.433 0.358
C 3.925 3.450 -0.617
C 3.017 2.406 -0.558
C 1.135 -0.826 0.589
C 0.156 -1.796 0.716
C 0.478 -3.151 0.821
C 1.797 -3.468 0.788
F 2.139 -4.725 0.961
C 2.827 -2.560 0.632
C 2.493 -1.229 0.417
H -3.396 3.760 2.826
H -1.792 3.252 0.987
H -0.294 -0.039 3.413
H -2.054 0.346 4.995
H 1.130 3.559 2.113
H 2.858 5.274 2.053
H 4.697 3.381 -1.350
H 3.083 1.567 -1.195
H -0.876 -1.489 0.759
H -0.293 -3.924 0.878
H 3.824 -2.917 0.575
H 3.269 -0.458 0.282

What is the charge in the first record? 0